## w
# C2H3N3O3

C2H3N3O3 in the gas phase (ωB97M-V/def2-TZVPD, OMol25).

- E_LUMO: -0.4 eV
- HOMO: -0.3825 hartree
- Orbital gap: 10.02 eV
- SMILES string: [H]/N=c1/c(=O)o[nH]n1O
- Net charge: 0

```
11
C2H3N3O3, DFT ωB97M-V/def2-TZVPD
H -1.006 2.069 -0.415
N -0.014 1.870 -0.055
C 0.247 0.690 -0.048
C 1.518 0.037 0.056
O 2.553 0.621 0.063
O 1.344 -1.286 0.083
N -0.026 -1.601 0.063
N -0.832 -0.374 -0.494
O -1.907 0.076 0.276
H -0.248 -2.183 -0.666
H -1.631 0.080 1.138
```

Quick look at the natural (NBO) charges, all values in e: number 1, H, carries 0.381; number 2, N, carries -0.508; number 3, C, carries 0.236; number 4, C, carries 0.678; number 5, O, carries -0.481; number 6, O, carries -0.321; number 7, N, carries -0.212; number 8, N, carries -0.049; number 9, O, carries -0.534; number 10, H, carries 0.357; number 11, H, carries 0.454

***

## x
# C2H3N3O3

C2H3N3O3 in the gas phase (ωB97M-V/def2-TZVPD, OMol25).

- E_LUMO: 0.3 eV
- HOMO: -0.3424 hartree
- Orbital gap: 9.66 eV
- SMILES string: N/N=c1\o[nH]oc1=O
- Net charge: 0

```
11
C2H3N3O3, DFT ωB97M-V/def2-TZVPD
N 2.602 -0.013 -0.056
N 1.462 0.595 0.198
C 0.370 0.047 -0.023
O 0.130 -1.284 -0.392
N -1.199 -1.511 0.076
O -1.809 -0.252 0.161
C -0.949 0.833 0.004
O -0.990 2.016 -0.153
H 2.504 -1.143 -0.244
H 3.366 0.223 0.880
H -1.095 -1.709 1.024
```

Quick look at the natural (NBO) charges, all values in e: number 1, N, carries -0.609; number 2, N, carries -0.221; number 3, C, carries 0.274; number 4, O, carries -0.378; number 5, N, carries 0.013; number 6, O, carries -0.383; number 7, C, carries 0.740; number 8, O, carries -0.485; number 9, H, carries 0.346; number 10, H, carries 0.382; number 11, H, carries 0.322

***

Energies relative to the most stable structure, in eV: w 0.000; x 0.200.

***

## w
# CH5N2O

2 unconnected molecules or ions with the total composition CH5N2O (ωB97M-V/def2-TZVPD, OMol25).

- E_LUMO (spin up / spin down): 5.0 / 5.0 eV
- HOMO (spin up / spin down): -0.0731 / -0.0730 hartree
- Orbital gap (spin up / spin down): 6.95 / 6.95 eV
- Net charge: -1

```
9
CH5N2O, DFT ωB97M-V/def2-TZVPD
C 1.072 -0.124 -0.046
N 0.397 -1.226 0.375
N -1.933 0.401 -0.004
O -1.063 1.286 -0.422
H 1.689 0.285 0.763
H 1.662 -0.175 -0.988
H 0.269 0.734 -0.297
H -0.058 -1.695 -0.410
H -2.034 0.514 1.030
```

Quick look at the Mulliken charges, all values in e: number 1, C, carries -0.524; number 2, N, carries -0.688; number 3, N, carries -0.343; number 4, O, carries -0.396; number 5, H, carries 0.251; number 6, H, carries 0.222; number 7, H, carries 0.218; number 8, H, carries 0.132; number 9, H, carries 0.128

***

## x
# CH5N2O

2 unconnected molecules or ions with the total composition CH5N2O (ωB97M-V/def2-TZVPD, OMol25).

- E_LUMO: 4.2 eV
- HOMO: -0.0163 hartree
- Orbital gap: 4.64 eV
- Net charge: -1

```
9
CH5N2O, DFT ωB97M-V/def2-TZVPD
C -1.707 0.368 0.436
N -1.744 -0.506 -0.513
N 2.086 -0.511 0.337
O 1.845 0.452 -0.747
H -2.600 0.960 0.612
H -0.858 0.564 1.090
H 0.924 0.686 -0.575
H -0.848 -0.981 -0.623
H 2.902 -1.033 -0.017
```

Quick look at the natural (NBO) charges, all values in e: number 1, C, carries -0.070; number 2, N, carries -0.621; number 3, N, carries -0.916; number 4, O, carries -0.714; number 5, H, carries 0.133; number 6, H, carries 0.176; number 7, H, carries 0.419; number 8, H, carries 0.358; number 9, H, carries 0.235

***

Energies relative to the most stable structure, in eV: w 0.500; x 0.000.

***

## w
# CH3Cl2OP

2 unconnected molecules or ions with the total composition CH3Cl2OP (ωB97M-V/def2-TZVPD, OMol25).

- E_LUMO (spin up / spin down): -2.0 / -1.9 eV
- HOMO (spin up / spin down): -0.3419 / -0.3411 hartree
- Orbital gap (spin up / spin down): 7.27 / 7.34 eV
- Net charge: 0

```
8
CH3Cl2OP, DFT ωB97M-V/def2-TZVPD
C -0.643 0.420 -0.666
O -0.996 -1.661 2.406
P 0.665 -0.381 0.474
Cl 1.748 1.112 1.103
Cl 1.945 -1.281 -0.734
H -0.110 1.013 -1.393
H -1.229 -0.300 -1.132
H -1.379 1.078 -0.058
```

Quick look at the natural (NBO) charges, all values in e: number 1, C, carries -0.923; number 2, O, carries -0.165; number 3, P, carries 0.853; number 4, Cl, carries -0.239; number 5, Cl, carries -0.249; number 6, H, carries 0.231; number 7, H, carries 0.238; number 8, H, carries 0.255

***

## x
# CH3Cl2OP

CH3Cl2OP in the gas phase (ωB97M-V/def2-TZVPD, OMol25).

- E_LUMO: -0.4 eV
- HOMO: -0.3428 hartree
- Orbital gap: 8.96 eV
- SMILES string: CP(=O)(Cl)Cl
- Net charge: 0

```
8
CH3Cl2OP, DFT ωB97M-V/def2-TZVPD
C 0.117 -1.030 0.223
P -0.160 0.739 -0.149
O 0.192 1.090 -2.179
Cl 1.290 1.737 0.791
Cl -1.919 1.439 0.562
H 0.613 -1.313 -0.750
H 0.701 -0.996 1.258
H -0.836 -1.666 0.244
```

Quick look at the natural (NBO) charges, all values in e: number 1, C, carries -1.012; number 2, P, carries 1.366; number 3, O, carries -0.826; number 4, Cl, carries -0.194; number 5, Cl, carries -0.193; number 6, H, carries 0.305; number 7, H, carries 0.276; number 8, H, carries 0.280

***

Energies relative to the most stable structure, in eV: w 1.945; x 0.000.

***

## w
# C4H7FO

C4H7FO in the gas phase (ωB97M-V/def2-TZVPD, OMol25).

- E_LUMO: 1.0 eV
- HOMO: -0.3545 hartree
- Orbital gap: 10.69 eV
- SMILES string: C[C@H]1[C@H](O)[C@@H]1F
- Net charge: 0

```
13
C4H7FO, DFT ωB97M-V/def2-TZVPD
C -0.721 -1.201 -0.953
C 0.162 -0.041 -0.426
C -0.397 1.033 0.391
O 0.242 2.388 0.406
C 0.507 -0.111 0.994
F 1.881 0.174 1.062
H 0.125 -1.985 -1.374
H -1.136 -1.739 -0.101
H -1.688 -1.093 -1.665
H 0.886 0.278 -1.218
H -1.344 1.248 0.898
H 1.224 1.921 0.320
H 0.258 -0.872 1.667
```

Quick look at the natural (NBO) charges, all values in e: number 1, C, carries -0.610; number 2, C, carries -0.311; number 3, C, carries 0.049; number 4, O, carries -0.689; number 5, C, carries 0.138; number 6, F, carries -0.367; number 7, H, carries 0.217; number 8, H, carries 0.204; number 9, H, carries 0.232; number 10, H, carries 0.253; number 11, H, carries 0.224; number 12, H, carries 0.468; number 13, H, carries 0.192

***

## x
# C4H7FO

C4H7FO in the gas phase (ωB97M-V/def2-TZVPD, OMol25).

- E_LUMO: 1.0 eV
- HOMO: -0.3400 hartree
- Orbital gap: 10.24 eV
- SMILES string: C=C(CF)OC
- Net charge: 0

```
13
C4H7FO, DFT ωB97M-V/def2-TZVPD
C 0.034 1.389 -0.288
C -0.382 0.175 0.026
C -1.793 -0.145 0.397
F -2.319 -0.941 -0.605
O 0.332 -0.953 0.104
C 1.711 -0.857 -0.164
H 1.103 1.721 -0.372
H -0.704 2.224 -0.388
H -2.433 0.696 0.624
H -1.753 -0.744 1.347
H 2.172 -0.264 0.633
H 2.109 -1.875 -0.159
H 1.923 -0.427 -1.155
```

Quick look at the natural (NBO) charges, all values in e: number 1, C, carries -0.534; number 2, C, carries 0.276; number 3, C, carries 0.015; number 4, F, carries -0.358; number 5, O, carries -0.488; number 6, C, carries -0.256; number 7, H, carries 0.213; number 8, H, carries 0.218; number 9, H, carries 0.176; number 10, H, carries 0.174; number 11, H, carries 0.179; number 12, H, carries 0.200; number 13, H, carries 0.184

***

## y
# C4H7FO

C4H7FO in the gas phase (ωB97M-V/def2-TZVPD, OMol25).

- E_LUMO: 0.9 eV
- HOMO: -0.3373 hartree
- Orbital gap: 10.08 eV
- SMILES string: C[C@@]1(O)C[C@H]1F
- Net charge: 0

```
13
C4H7FO, DFT ωB97M-V/def2-TZVPD
C 0.537 1.352 0.057
C 0.341 -0.162 -0.095
O 1.302 -0.867 -0.704
C -0.526 -0.988 0.802
C -1.038 -0.608 -0.537
F -2.129 0.247 -0.549
H -0.398 1.943 -0.124
H 0.756 1.460 1.127
H 1.370 1.825 -0.522
H 2.115 -0.432 -0.748
H -1.052 -0.451 1.565
H -0.310 -2.025 1.098
H -0.967 -1.294 -1.370
```

Quick look at the natural (NBO) charges, all values in e: number 1, C, carries -0.654; number 2, C, carries 0.221; number 3, O, carries -0.696; number 4, C, carries -0.488; number 5, C, carries 0.162; number 6, F, carries -0.351; number 7, H, carries 0.241; number 8, H, carries 0.216; number 9, H, carries 0.221; number 10, H, carries 0.482; number 11, H, carries 0.228; number 12, H, carries 0.235; number 13, H, carries 0.181

***

Energies relative to the most stable structure, in eV: w 1.952; x 0.000; y 0.367.

***

## w
# C2H2I2NO

A molecular structure, C2H2I2NO (ωB97M-V/def2-TZVPD, OMol25).

- E_LUMO: 2.9 eV
- HOMO: -0.1283 hartree
- Orbital gap: 6.34 eV
- Net charge: -1

```
8
C2H2I2NO, DFT ωB97M-V/def2-TZVPD
C 0.371 0.094 0.547
C -0.580 0.424 -0.532
N -0.015 -1.152 0.295
O 0.495 -2.090 -0.398
I 2.572 1.060 0.016
I -2.530 1.027 0.045
H 0.371 0.319 1.623
H -0.685 0.318 -1.597
```

Quick look at the natural (NBO) charges, all values in e: number 1, C, carries -0.050; number 2, C, carries -0.454; number 3, N, carries -0.004; number 4, O, carries -0.540; number 5, I, carries -0.397; number 6, I, carries -0.025; number 7, H, carries 0.227; number 8, H, carries 0.243

***

## x
# C2H2I2NO

2 unconnected molecules or ions with the total composition C2H2I2NO (ωB97M-V/def2-TZVPD, OMol25).

- E_LUMO (spin up / spin down): 1.5 / 1.7 eV
- HOMO (spin up / spin down): -0.1295 / -0.1295 hartree
- Orbital gap (spin up / spin down): 5.01 / 5.21 eV
- Net charge: -1

```
8
C2H2I2NO, DFT ωB97M-V/def2-TZVPD
C 0.301 0.316 0.600
C -0.962 0.041 0.266
N 0.750 1.416 0.104
O 0.273 2.584 -0.055
I 3.278 -2.382 -1.204
I -1.892 -1.785 0.455
H 1.064 -0.482 0.637
H -1.632 0.723 -0.303
```

Quick look at the natural (NBO) charges, all values in e: number 1, C, carries -0.191; number 2, C, carries -0.298; number 3, N, carries 0.117; number 4, O, carries -0.332; number 5, I, carries -0.987; number 6, I, carries 0.176; number 7, H, carries 0.289; number 8, H, carries 0.225

***

Energies relative to the most stable structure, in eV: w 1.325; x 0.000.

***

## w
# C2H4ClNO2

C2H4ClNO2 in the gas phase (ωB97M-V/def2-TZVPD, OMol25).

- E_LUMO: 0.6 eV
- HOMO: -0.3697 hartree
- Orbital gap: 10.63 eV
- SMILES string: O=C(CCl)NO
- Net charge: 0

```
10
C2H4ClNO2, DFT ωB97M-V/def2-TZVPD
O 0.346 -1.974 0.375
C -0.070 -0.860 0.265
C 1.012 0.285 0.691
Cl 1.843 0.729 -0.862
N -1.101 -0.415 -0.433
O -1.126 0.939 -0.877
H 0.702 1.267 1.275
H 1.733 -0.305 1.254
H -1.476 -0.926 -1.275
H -1.864 1.260 -0.413
```

Quick look at the natural (NBO) charges, all values in e: number 1, O, carries -0.563; number 2, C, carries 0.644; number 3, C, carries -0.471; number 4, Cl, carries -0.057; number 5, N, carries -0.357; number 6, O, carries -0.534; number 7, H, carries 0.233; number 8, H, carries 0.236; number 9, H, carries 0.400; number 10, H, carries 0.470

***

## x
# C2H4ClNO2

A molecular structure, C2H4ClNO2 (ωB97M-V/def2-TZVPD, OMol25).

- E_LUMO: 0.3 eV
- HOMO: -0.3643 hartree
- Orbital gap: 10.21 eV
- Net charge: 0

```
10
C2H4ClNO2, DFT ωB97M-V/def2-TZVPD
C 0.456 0.742 0.170
C -0.720 0.115 0.949
H 2.016 -1.313 1.049
H 1.633 0.001 -1.696
H -0.506 -0.676 1.613
H -1.190 0.916 1.356
N 1.478 -0.024 -0.417
O 1.652 -1.400 0.118
O 0.469 1.937 -0.121
Cl -1.628 -0.482 -0.359
```

Quick look at the natural (NBO) charges, all values in e: number 1, C, carries 0.618; number 2, C, carries -0.481; number 3, H, carries 0.471; number 4, H, carries 0.437; number 5, H, carries 0.230; number 6, H, carries 0.235; number 7, N, carries -0.382; number 8, O, carries -0.585; number 9, O, carries -0.558; number 10, Cl, carries 0.015

***

Energies relative to the most stable structure, in eV: w 0.000; x 1.140.